Record 1
Molecular formula: C21H30BBrFNO10Si2
Method: DFT, wB97M-V/def2-TZVPD

XYZ file:
```
67
Properties=species:S:1:pos:R:3:lowdin_charge:R:1
C 2.76 -3.96 3.59 -0.120
C 3.96 -3.04 3.12 -0.282
C 3.81 -2.45 1.66 -0.409
C 5.29 -1.96 1.22 -0.122
Si 2.52 -1.03 1.53 0.547
C 3.32 0.71 1.78 -0.222
C 2.21 1.74 2.22 -0.244
F 2.79 3.04 2.42 -0.107
O 1.39 -1.23 2.82 -0.368
Si -0.27 -1.18 2.37 0.211
Br -0.76 0.06 0.53 0.470
C -0.83 -2.98 1.95 -0.255
C -2.40 -3.08 2.01 -0.290
N -3.19 -2.75 1.03 0.066
B -1.23 -0.51 3.97 -0.465
C -1.85 0.97 4.11 -0.065
O -1.35 -1.41 5.10 0.008
H 2.13 -4.28 2.72 0.068
H 2.11 -3.34 4.28 0.064
H 3.09 -4.83 4.23 0.076
H 4.88 -3.70 3.11 0.106
H 4.19 -2.21 3.84 0.111
H 3.57 -3.31 0.96 0.107
H 5.76 -2.68 0.50 0.079
H 5.96 -1.96 2.14 0.077
H 5.30 -0.91 0.82 0.050
H 1.95 -1.11 0.18 -0.009
H 3.89 1.05 0.87 0.088
H 4.01 0.58 2.67 0.096
H 1.44 1.87 1.42 0.065
H 1.72 1.45 3.19 0.114
H -0.44 -3.26 0.93 0.093
H -0.42 -3.64 2.77 0.078
H -2.86 -3.49 2.96 0.116
H -2.59 -2.42 0.25 0.022
H -1.68 1.63 3.21 0.046
H -1.31 1.46 4.98 0.083
H -2.94 0.94 4.41 0.082
H -0.53 -1.26 5.61 0.100
C 0.53 2.63 -2.42 0.086
C 1.07 3.68 -1.80 -0.217
C 1.51 4.89 -2.55 -0.311
O 1.99 5.83 -1.95 0.122
C 1.36 4.88 -4.01 0.080
C 0.82 3.83 -4.63 -0.219
C 0.35 2.63 -3.87 -0.277
O -0.15 1.71 -4.48 0.088
O 0.67 3.80 -5.97 0.107
O 1.24 3.69 -0.46 0.098
H 0.20 1.75 -1.88 0.101
H 1.70 5.76 -4.55 0.138
H 0.26 2.94 -6.17 0.120
H 1.65 4.56 -0.26 0.123
C -4.67 0.45 -5.11 0.075
C -3.55 0.42 -4.38 -0.215
C -3.56 -0.06 -2.96 -0.302
O -2.52 -0.10 -2.32 0.061
C -4.84 -0.47 -2.38 0.079
C -5.96 -0.43 -3.12 -0.229
C -5.95 0.02 -4.54 -0.319
O -6.99 0.02 -5.17 0.108
O -7.15 -0.80 -2.60 0.103
O -2.37 0.82 -4.90 0.075
H -4.68 0.79 -6.13 0.135
H -4.84 -0.80 -1.35 0.135
H -7.79 -0.69 -3.32 0.115
H -1.71 0.71 -4.19 0.077
```

Properties
- E_LUMO: -1.74 eV
- Largest force on an atom: 0.05136 Eh/bohr
- Frontier orbital gap: 7.8 eV



Record 2
Molecular formula: C32H33F5N2O5
Method: DFT, wB97M-V/def2-TZVPD

XYZ file:
```
77
Properties=species:S:1:pos:R:3:lowdin_charge:R:1
C 0.27 3.45 4.74 -0.071
C 0.48 3.61 3.26 -0.208
O 0.61 2.27 2.73 0.011
C 0.61 2.26 1.39 -0.375
C 0.79 0.91 0.64 -0.167
C 2.11 1.07 -0.22 -0.203
C 2.01 2.14 -1.30 -0.145
C 3.30 2.35 -2.09 -0.188
C 4.52 2.56 -1.20 -0.208
C 4.63 1.50 -0.10 -0.192
C 3.33 1.35 0.68 -0.146
C 1.09 -0.17 1.72 -0.404
O 1.94 -1.05 1.55 0.069
O 0.35 -0.15 2.83 0.002
C 0.61 -1.26 3.72 -0.208
C -0.35 -1.07 4.85 -0.062
O 0.57 3.33 0.80 0.046
H 0.23 4.43 5.21 0.078
H -0.68 2.95 4.94 0.082
H 1.07 2.88 5.22 0.081
H -0.39 4.10 2.80 0.130
H 1.38 4.18 3.03 0.132
H 2.28 0.10 -0.71 0.151
H 1.18 1.90 -1.98 0.109
H 1.73 3.07 -0.80 0.112
H 3.45 1.48 -2.74 0.111
H 3.16 3.22 -2.74 0.109
H 5.43 2.56 -1.81 0.103
H 4.46 3.56 -0.73 0.113
H 4.91 0.54 -0.55 0.117
H 5.43 1.78 0.59 0.107
H 3.14 2.26 1.27 0.130
H 3.45 0.51 1.37 0.107
H 0.43 -2.19 3.18 0.100
H 1.66 -1.22 4.06 0.132
H -0.31 -1.92 5.53 0.077
H -0.10 -0.17 5.43 0.075
H -1.36 -0.96 4.47 0.087
C 0.91 -4.48 1.08 0.029
N -0.17 -4.46 0.10 -0.023
C -0.72 -5.59 -0.48 -0.001
C -1.68 -5.18 -1.34 0.009
N -1.73 -3.78 -1.26 0.087
C -2.63 -2.93 -1.99 -0.034
C -2.68 -3.04 -3.38 -0.120
F -1.82 -3.88 -4.00 0.109
C -3.55 -2.27 -4.13 -0.115
F -3.62 -2.42 -5.47 0.115
C -4.36 -1.32 -3.50 -0.113
F -5.19 -0.54 -4.22 0.125
C -4.30 -1.17 -2.11 -0.108
F -5.02 -0.21 -1.50 0.129
C -3.47 -2.01 -1.37 -0.103
F -3.56 -1.96 -0.02 0.135
C -0.78 -3.37 -0.41 -0.074
C -0.72 -2.00 0.16 -0.451
C -0.17 -0.95 -0.60 -0.037
C -0.38 0.44 -0.12 -0.192
C -0.99 1.29 -1.29 -0.140
C -1.48 2.58 -1.05 -0.028
C -2.25 3.28 -1.97 -0.069
C -2.55 2.70 -3.21 -0.098
C -2.02 1.45 -3.52 -0.095
C -1.22 0.77 -2.58 -0.056
O -1.20 -1.88 1.32 -0.024
H 1.12 -3.46 1.44 0.080
H 0.63 -5.12 1.93 0.108
H 1.83 -4.88 0.63 0.105
H -0.40 -6.59 -0.21 0.132
H -2.38 -5.73 -1.94 0.135
H 0.34 -1.21 -1.53 0.113
H -1.21 0.35 0.62 0.177
H -1.24 3.07 -0.11 0.097
H -2.62 4.28 -1.71 0.106
H -3.15 3.24 -3.95 0.098
H -2.21 0.99 -4.49 0.102
H -0.77 -0.18 -2.89 0.096
```

Properties
- E_LUMO: 0.08 eV
- Largest force on an atom: 0.07941 Eh/bohr
- Frontier orbital gap: 7.0 eV



Record 3
Molecular formula: C12H10BrMnN2O4
Method: DFT, wB97M-V/def2-TZVPD

XYZ file:
```
30
Properties=species:S:1:pos:R:3:lowdin_spin:R:1
Mn -3.91 0.56 -4.16 4.879
Br -2.17 1.64 -2.78 0.117
C -0.70 -1.48 -1.18 0.001
C 0.27 -1.73 -0.21 0.000
C 0.87 -2.98 -0.34 0.000
C 0.56 -3.94 -1.34 0.000
C -0.47 -3.60 -2.27 0.000
C -1.05 -2.34 -2.17 0.001
N 1.12 -5.31 -1.19 0.000
O 0.74 -6.23 -1.99 0.000
O 1.88 -5.60 -0.24 0.000
H -1.24 -0.56 -1.00 0.001
H 0.50 -1.10 0.64 0.000
H 1.56 -3.18 0.46 0.000
H -0.88 -4.21 -3.06 0.000
H -1.72 -2.02 -2.96 0.001
C 1.07 3.93 0.24 0.000
C 1.70 4.01 1.48 0.000
C 1.13 3.30 2.56 0.000
C -0.01 2.52 2.37 0.000
C -0.62 2.47 1.10 0.000
C -0.03 3.16 0.05 0.000
N -0.64 1.90 3.54 0.000
O -1.70 1.20 3.35 0.000
O -0.12 2.08 4.63 0.000
H 1.57 4.39 -0.60 0.000
H 2.51 4.71 1.64 0.000
H 1.63 3.32 3.52 0.000
H -1.49 1.86 0.91 0.000
H -0.35 3.21 -0.98 0.000
```

Properties
- Net charge: +1
- E_LUMO (spin up / spin down): -8.13 / -8.14 eV
- Largest force on an atom: 0.07904 Eh/bohr
- Spin multiplicity: 6
- ⟨S²⟩: 8.760
- ΔE to the lowest compared entry with this formula, charge and spin: 283.7 kJ/mol
- Frontier orbital gap (spin up / spin down): 4.1 / 4.0 eV



Record 4
Molecular formula: C5H4N2
Method: DFT, wB97M-V/def2-TZVPD

XYZ file:
```
11
Properties=species:S:1:pos:R:3:lowdin_charge:R:1
C 2.67 -0.51 0.37 0.127
C 1.52 -0.36 0.03 -0.091
C 0.15 -0.13 -0.41 -0.394
C -0.90 -1.20 -0.35 0.042
C -1.99 -0.41 0.08 -0.205
N -1.71 0.87 0.39 0.077
N -0.46 1.06 0.17 0.003
H 3.68 -0.66 0.68 0.032
H 0.12 0.03 -1.51 0.171
H -3.02 -0.73 0.23 0.078
H -0.04 1.98 0.31 0.159
```

Properties
- E_LUMO: -0.48 eV
- Largest force on an atom: 0.01015 Eh/bohr
- ΔE to the lowest compared entry with this formula, charge and spin: 524.9 kJ/mol
- Frontier orbital gap: 8.3 eV



Record 5
Molecular formula: C3H8N3
Method: DFT, wB97M-V/def2-TZVPD

XYZ file:
```
14
Properties=species:S:1:pos:R:3:lowdin_charge:R:1
C 0.55 -1.02 1.03 -0.048
C -0.90 -0.53 -0.69 -0.064
C -0.74 0.60 0.28 -0.059
N -0.13 -1.62 0.05 0.111
N 0.20 0.28 1.19 0.061
N 1.33 1.56 -0.83 0.113
H 1.30 -1.66 1.61 0.193
H -1.84 -0.99 -0.84 0.115
H -0.56 -0.41 -1.69 0.110
H -1.39 1.40 0.53 0.128
H -0.40 -2.56 -0.12 0.156
H 0.38 0.84 2.02 0.190
H 1.02 2.53 -0.71 0.003
H 1.16 1.60 -1.82 -0.009
```

Properties
- Net charge: +1
- E_LUMO (spin up / spin down): -4.45 / -4.77 eV
- Largest force on an atom: 0.07228 Eh/bohr
- ΔE to the lowest compared entry with this formula, charge and spin: 464.6 kJ/mol
- Frontier orbital gap (spin up / spin down): 7.9 / 9.8 eV



Record 6
Molecular formula: C18H25FNO4Si
Method: DFT, wB97M-V/def2-TZVPD

XYZ file:
```
50
Properties=species:S:1:pos:R:3:lowdin_charge:R:1
C -3.63 -3.50 -0.30 0.136
C -2.59 -2.53 -0.15 -0.033
C -1.73 -1.26 0.44 -0.178
C -0.17 -1.86 0.31 -0.105
O 0.14 -1.76 -1.13 -0.095
C -0.62 -0.52 -1.51 -0.278
C 0.30 0.45 -2.42 -0.105
C 1.57 1.19 -1.72 -0.140
C 2.82 1.62 -2.75 -0.016
C 4.16 2.43 -2.17 -0.050
C 4.34 2.87 -0.58 -0.050
C 3.10 2.42 0.44 -0.052
C 1.76 1.61 -0.16 -0.042
N -1.56 -0.01 -0.45 -0.094
Si -3.01 0.97 -0.86 0.532
C -2.95 1.90 -2.53 -0.210
C -4.69 0.04 -0.79 -0.212
C -3.13 2.36 0.52 -0.182
H -4.20 -4.55 -0.30 0.092
H -1.80 -1.01 1.59 0.188
H 0.64 -1.38 1.00 0.126
H -0.39 -3.02 0.46 0.157
H -1.38 -0.97 -2.31 0.182
H -0.29 1.31 -3.01 0.122
H 0.75 -0.23 -3.29 0.154
H 2.79 1.39 -3.91 0.100
H 5.01 2.74 -2.95 0.094
H 5.26 3.47 -0.16 0.092
H 3.11 2.70 1.59 0.087
H 0.94 1.35 0.62 0.056
H -1.07 0.63 0.26 0.136
H -2.16 2.79 -2.41 0.068
H -3.99 2.41 -2.70 0.076
H -2.56 1.26 -3.43 0.057
H -5.52 0.86 -0.53 0.075
H -4.76 -0.78 0.04 0.040
H -5.01 -0.36 -1.87 0.076
H -2.22 2.20 1.28 0.049
H -4.10 2.27 1.16 0.062
H -2.96 3.43 0.05 0.065
C 3.61 -2.19 2.72 -0.062
C 3.54 -2.64 4.14 -0.323
O 2.32 -2.12 4.60 0.157
C 1.52 -2.05 3.49 -0.497
O 0.31 -1.90 3.52 0.131
O 2.25 -2.17 2.34 0.036
F 4.54 -2.10 4.87 0.092
H 4.03 -1.18 2.62 0.152
H 4.19 -2.87 2.09 0.152
H 3.54 -3.73 4.26 0.182
```

Properties
- Net charge: +1
- E_LUMO: -2.81 eV
- Largest force on an atom: 0.18948 Eh/bohr
- Frontier orbital gap: 8.3 eV